1.
DFT (ωB97M-V with the def2-TZVPD basis set) results for an isolated molecule of C6H9N.

Summary:
- HOMO level: -11.049 eV
- Kohn-Sham gap: 11.8905 eV
- Charge: 0
- SMILES: CC1(C#N)CCC1

XYZ file:
```
16
Properties=species:S:1:pos:R:3:forces:R:3
H -1.917617 0.935233 0.357459 0.013 -0.132 -0.090
H 0.336411 1.962701 0.414026 0.088 -0.149 -0.085
H 1.678705 1.617114 -0.706690 -0.140 -0.091 0.131
C -0.481259 -0.605141 0.966588 0.016 -0.030 0.242
N 2.438067 -1.898159 -0.280665 -0.526 0.535 -0.275
H -0.740763 -1.091768 -1.638685 0.000 0.156 -0.012
C -1.631907 -0.084790 0.085915 -0.193 0.049 0.045
H -0.704680 0.684590 -1.862364 0.055 -0.205 0.241
C 1.597797 -1.105915 -0.315021 0.556 -0.567 0.157
C 0.518124 -0.136966 -0.123525 0.161 -0.007 -0.058
H 1.806442 1.159615 1.002767 -0.046 0.110 -0.067
C 1.118860 1.239884 0.156722 0.022 0.065 0.054
C -0.670812 -0.128958 -1.125731 -0.011 -0.061 -0.135
H -0.326395 -0.169904 1.954641 -0.093 0.020 -0.031
H -2.530769 -0.703618 0.038604 0.122 0.124 -0.046
H -0.484341 -1.695101 1.061336 -0.024 0.181 -0.072
```
Forces are in eV/Å.

Charges per atom according to Mulliken partitioning, unit e: number 1, H, carries 0.227; number 2, H, carries 0.374; number 3, H, carries 0.368; number 4, C, carries -0.822; number 5, N, carries -0.498; number 6, H, carries 0.337; number 7, C, carries -0.623; number 8, H, carries 0.297; number 9, C, carries -0.186; number 10, C, carries 1.434; number 11, H, carries 0.388; number 12, C, carries -1.524; number 13, C, carries -0.762; number 14, H, carries 0.314; number 15, H, carries 0.344; number 16, H, carries 0.334

=====

2.
DFT (ωB97M-V with the def2-TZVPD basis set) results for an isolated molecule of C6H9N.

Summary:
- HOMO level: -9.491 eV
- Kohn-Sham gap: 9.9334 eV
- Charge: 0

XYZ file:
```
16
Properties=species:S:1:pos:R:3:forces:R:3
C 1.425484 -2.025187 0.495738 0.262 0.587 -0.242
H -3.228090 -0.098294 0.271235 0.194 0.036 -0.020
C -1.248550 0.750338 0.906858 0.093 0.268 0.138
H -2.173139 0.547104 -1.085765 -0.014 -0.043 0.176
C 2.249257 0.399956 -0.114817 0.010 -0.016 0.029
C 1.371292 -0.810379 0.053314 -0.004 -0.554 0.179
H -0.031348 -0.125265 -1.337143 -0.130 -0.029 -0.003
C -2.233058 0.194618 -0.054848 -0.223 0.053 -0.152
H 1.896474 1.258995 0.467518 -0.032 -0.208 -0.077
H -0.536144 1.482702 0.527079 -0.139 -0.077 0.025
H 3.277652 0.189472 0.192634 -0.229 -0.060 0.011
H -0.328010 -1.832341 -1.014248 0.199 0.148 0.146
N -1.130652 -0.613605 0.437668 0.131 -0.050 -0.031
H 2.280878 0.701021 -1.170038 -0.087 -0.095 0.196
H -1.506802 0.858841 1.957129 0.042 0.007 -0.179
C -0.085246 -0.877981 -0.532319 -0.073 0.033 -0.197
```
Forces are in eV/Å.

Charges per atom according to Mulliken partitioning, unit e: number 1, C, carries -0.678; number 2, H, carries 0.240; number 3, C, carries -0.236; number 4, H, carries 0.231; number 5, C, carries -1.102; number 6, C, carries 0.796; number 7, H, carries 0.339; number 8, C, carries -0.458; number 9, H, carries 0.284; number 10, H, carries 0.185; number 11, H, carries 0.329; number 12, H, carries 0.491; number 13, N, carries -0.274; number 14, H, carries 0.310; number 15, H, carries 0.246; number 16, C, carries -0.704

=====

3.
DFT (ωB97M-V with the def2-TZVPD basis set) results for an isolated molecule of C6H9N.

Summary:
- HOMO level: -7.911 eV
- Kohn-Sham gap: 8.9666 eV
- Charge: 0
- SMILES: Cc1ccc(C)[nH]1

XYZ file:
```
16
Properties=species:S:1:pos:R:3:forces:R:3
C 1.203271 -0.957364 2.056790 -0.009 0.014 -0.167
H -2.132811 -0.766428 -1.344507 -0.108 0.151 0.268
H 2.059677 -1.569835 1.747964 -0.075 0.111 0.042
H -1.303028 -2.068304 0.911977 0.070 0.138 -0.002
C -0.819881 -1.215135 0.451983 -0.061 0.041 -0.017
H 1.456928 0.442237 -0.456942 0.444 0.541 0.464
N 0.572020 0.490511 0.031348 -0.182 -0.650 0.569
H 0.644170 -1.537209 2.803163 0.081 0.137 -0.281
C -0.458291 1.716749 -1.838254 -0.117 -0.075 -0.075
H 1.595609 -0.065706 2.561977 -0.140 -0.130 -0.200
C -0.460518 0.545799 -0.907763 0.344 -0.101 -0.400
H -1.025424 1.500794 -2.745520 0.028 0.096 0.073
C 0.316323 -0.609944 0.887207 0.037 -0.089 -0.174
H 0.558951 2.024596 -2.121054 -0.227 -0.192 0.057
H -0.912826 2.573005 -1.324613 0.031 -0.075 -0.203
C -1.294170 -0.503767 -0.713756 -0.115 0.083 0.049
```
Forces are in eV/Å.

Charges per atom according to Mulliken partitioning, unit e: number 1, C, carries -1.151; number 2, H, carries 0.411; number 3, H, carries 0.257; number 4, H, carries 0.404; number 5, C, carries -0.384; number 6, H, carries 0.306; number 7, N, carries -0.249; number 8, H, carries 0.309; number 9, C, carries -1.071; number 10, H, carries 0.317; number 11, C, carries 0.294; number 12, H, carries 0.316; number 13, C, carries 0.326; number 14, H, carries 0.303; number 15, H, carries 0.229; number 16, C, carries -0.618

=====

4.
DFT (ωB97M-V with the def2-TZVPD basis set) results for an isolated molecule of C6H9N.

Summary:
- HOMO level (alpha / beta): -8.302 / -6.600 eV
- Kohn-Sham gap (alpha / beta): 8.9270 / 6.8734 eV
- Charge: 0

XYZ file:
```
16
Properties=species:S:1:pos:R:3:forces:R:3
H 0.371481 2.703090 -0.374672 -0.098 -0.106 -0.031
C -0.085061 0.594072 -0.289386 0.277 0.239 -0.446
C -0.669637 -0.799547 0.854024 -0.392 -0.492 0.666
C 0.812993 -1.144104 0.840018 -0.437 0.237 0.351
H 2.098177 0.648068 0.074325 -0.158 -0.112 0.087
H -1.339239 2.322909 -0.134446 0.111 -0.071 -0.067
H 1.230304 -1.238912 1.855156 0.004 -0.081 -0.289
H -0.617009 2.101744 -1.728830 0.013 -0.041 0.126
H -0.777282 -1.246208 -1.256858 -0.132 0.124 0.070
H -2.124999 -0.165663 -0.621553 0.170 -0.060 0.033
H -1.317893 -0.718063 1.723504 0.184 -0.067 -0.123
C -1.099572 -0.520150 -0.508413 0.095 0.286 -0.090
C 1.151425 0.116327 0.135270 -0.067 0.701 -0.243
N 1.001359 -2.178531 -0.106690 0.420 -0.645 0.044
H 1.845804 -2.700611 0.143409 -0.060 0.022 -0.091
C -0.426522 2.009012 -0.653224 0.070 0.067 0.005
```
Forces are in eV/Å.

Charges per atom according to Mulliken partitioning, unit e: number 1, H, carries 0.358; number 2, C, carries 0.462; number 3, C, carries -0.801; number 4, C, carries 0.648; number 5, H, carries 0.402; number 6, H, carries 0.321; number 7, H, carries 0.414; number 8, H, carries 0.288; number 9, H, carries 0.281; number 10, H, carries 0.317; number 11, H, carries 0.344; number 12, C, carries -0.420; number 13, C, carries -0.755; number 14, N, carries -0.711; number 15, H, carries 0.200; number 16, C, carries -1.347

=====

5.
DFT (ωB97M-V with the def2-TZVPD basis set) results for a cluster of 2 separate species, C6H9N in total in a non-equilibrium geometry.

Summary:
- HOMO level: -8.275 eV
- Kohn-Sham gap: 8.2378 eV
- Charge: 0

XYZ file:
```
16
Properties=species:S:1:pos:R:3:forces:R:3
H 0.452756 1.945506 -1.669871 1.014 -0.945 0.929
C -2.928017 0.246172 -0.103041 3.259 0.361 -0.133
C -2.306516 -1.002008 -0.033195 1.101 0.025 -0.932
H 2.395200 -0.360078 0.682549 0.604 0.473 -0.417
H 1.589754 1.781072 -0.181481 0.311 0.421 -0.644
C -1.520184 0.081664 0.937967 -1.501 1.336 0.375
H -1.474062 -1.293838 -0.647744 0.308 0.291 -0.374
C 0.573066 -0.028856 -0.603176 1.203 0.834 -0.033
C 1.174252 1.287622 -1.072568 -1.473 -0.517 -0.043
H -3.888259 0.287178 0.180889 -3.601 0.694 1.118
C 1.331017 -0.523497 0.597628 -1.414 -0.320 1.026
H 1.952175 0.925989 -1.782249 -0.083 0.288 0.427
H -2.874508 -1.815098 0.316632 -0.726 -1.010 0.555
H 1.162552 -1.627581 0.736721 -0.114 1.137 0.320
N -1.977724 1.192098 0.399539 0.548 -1.671 -0.488
H 0.887430 0.099779 1.504484 0.564 -1.398 -1.688
```
Forces are in eV/Å.

Charges per atom according to Mulliken partitioning, unit e: number 1, H, carries 0.256; number 2, C, carries -0.106; number 3, C, carries -0.198; number 4, H, carries 0.434; number 5, H, carries 0.321; number 6, C, carries -0.083; number 7, H, carries 0.229; number 8, C, carries 0.040; number 9, C, carries -1.018; number 10, H, carries 0.221; number 11, C, carries -0.997; number 12, H, carries 0.346; number 13, H, carries 0.294; number 14, H, carries 0.255; number 15, N, carries -0.335; number 16, H, carries 0.342

=====

6.
DFT (ωB97M-V with the def2-TZVPD basis set) results for an isolated molecule of C6H9N.

Summary:
- HOMO level: -8.573 eV
- Kohn-Sham gap: 9.7544 eV
- Charge: 0
- SMILES: CN[C@@H]1[C@@H]2C=C[C@@H]21

XYZ file:
```
16
Properties=species:S:1:pos:R:3:forces:R:3
C -1.902291 0.627311 -0.641362 0.044 0.052 -0.130
H 2.286858 -0.555140 -0.521061 -0.003 0.128 0.065
H -1.028613 -0.254044 -2.490578 -0.090 -0.006 0.157
C -1.523753 -0.118275 0.624030 -0.171 0.072 0.275
C 2.242270 0.321597 0.133842 0.190 -0.070 -0.076
H 2.732216 0.054040 1.086904 -0.110 0.010 -0.131
C -0.027055 -0.290523 0.700471 -0.019 -0.056 0.074
H 2.821889 1.120918 -0.339212 -0.055 -0.130 0.089
H -2.173556 -0.356234 1.460415 0.129 0.039 -0.136
H -2.317314 1.618980 -0.795501 0.043 -0.182 -0.012
H 0.288899 -0.881336 1.573409 -0.039 0.116 -0.149
C -0.834614 -1.120424 -0.284278 0.079 -0.314 -0.097
H 0.779952 1.549925 0.870363 0.022 -0.078 -0.057
C -1.298283 -0.257307 -1.438821 -0.013 0.128 -0.059
N 0.860294 0.741036 0.265700 -0.062 0.099 0.182
H -0.906894 -2.200524 -0.204324 0.055 0.190 0.006
```
Forces are in eV/Å.

Charges per atom according to Mulliken partitioning, unit e: number 1, C, carries -0.464; number 2, H, carries 0.310; number 3, H, carries 0.369; number 4, C, carries -0.361; number 5, C, carries -0.876; number 6, H, carries 0.298; number 7, C, carries -0.280; number 8, H, carries 0.294; number 9, H, carries 0.353; number 10, H, carries 0.362; number 11, H, carries 0.339; number 12, C, carries -0.223; number 13, H, carries 0.219; number 14, C, carries -0.465; number 15, N, carries -0.275; number 16, H, carries 0.400

=====

How do the records compare in relative energy (zero: lowest compared OMol25 entry of this formula, charge and spin)? In the order shown, they have 96.2; 521.7; 47.6; 521.1; 843.9; 328.7 kJ/mol.